[1]
C14H19AsBr2CaN3O4 | wB97M-V/def2-TZVPD

Structure (XYZ):
```
44
Properties=species:S:1:pos:R:3:forces:R:3
Ca 0.789189 0.177577 0.189043 2.6535 3.6352 -0.2277
Br 2.615987 5.125706 1.162552 -0.5180 0.0169 -0.1551
C 0.841528 4.709354 0.606480 0.9174 -3.3698 -0.4782
C -0.199316 5.558753 0.795687 -0.9845 1.5045 0.0237
C -1.479869 5.231470 0.339212 1.0502 -0.0220 0.3483
Br -2.762977 6.581512 0.826671 -0.1833 -0.8506 -0.6836
C -1.663809 3.942956 -0.238043 -2.7611 1.5458 0.5170
C -2.916276 3.492498 -0.782280 0.2437 0.6015 0.6984
C -3.166556 2.173365 -1.020480 -1.9477 1.7502 -0.7765
C -2.283031 1.280249 -0.510052 1.9028 -1.1134 -0.4944
N -1.043019 1.633043 -0.319935 1.3113 0.6585 1.3109
C -0.664738 2.993332 -0.217090 -1.4955 -1.9010 -0.1722
C 0.637563 3.314046 0.118976 2.9597 2.2003 -0.1069
O 1.611495 2.495883 -0.104690 -0.7895 -0.7698 0.9168
H -0.046737 6.561521 1.259057 -0.0044 -1.0268 -0.4011
H -3.706672 4.224596 -0.829532 -0.0907 0.1715 -0.6204
H -4.019734 1.857279 -1.607567 -0.3902 0.0069 0.6030
H -2.549852 0.249664 -0.309762 0.1349 -0.2040 -0.3529
C 5.475809 -1.625312 -0.464729 1.1073 -0.0204 0.3706
O 4.660069 -1.385387 -1.619115 -1.8848 0.0193 -0.1292
C 3.431552 -0.917666 -1.344101 -0.6178 1.3241 1.9466
O 3.102251 -0.397757 -0.249416 0.3005 -1.2651 -1.2823
N 2.513416 -1.017335 -2.338905 1.4065 -0.8609 -1.2020
N 1.190302 -0.598116 -2.148856 0.2039 0.0664 -0.0763
H 4.977309 -1.282780 0.449857 0.3417 -0.1276 -0.3992
H 6.415175 -1.118961 -0.652927 -0.0500 0.5748 0.2262
H 5.803418 -2.668621 -0.409265 -0.7921 -0.0821 -0.1410
H 2.868638 -1.370391 -3.238678 -0.7067 0.1859 0.6068
H 0.575984 -1.373539 -1.938965 0.0759 -0.5444 -0.1818
H 0.819661 -0.155006 -2.980851 0.3024 0.3458 0.0247
C -0.340101 -4.652387 1.073979 -0.7699 2.3097 0.3351
As -1.143732 -2.788159 0.949806 -2.5533 -1.0854 -0.2010
C -1.721564 -2.747765 2.825408 1.4018 1.6559 0.0925
C -2.827965 -3.215035 0.011522 -0.5865 0.9863 1.5945
O -0.501494 -1.359922 0.203160 -1.7705 -4.2862 1.5247
H 0.489736 -4.564036 1.738340 0.7901 -0.3343 0.1481
H -0.149166 -4.961016 0.089521 0.6704 -0.6624 -1.1183
H -1.136781 -5.240095 1.521163 -0.1301 0.1466 0.0166
H -2.278229 -3.620004 3.137534 -0.7573 0.0292 -0.5439
H -2.063045 -1.757342 3.224165 0.0229 -1.0994 -0.5106
H -0.757327 -2.961694 3.259905 0.4852 0.2950 0.7513
H -3.540502 -2.336646 0.162319 0.9561 -1.2110 -0.3562
H -3.307110 -4.156730 0.380032 0.6071 0.8487 -0.1020
H -2.549478 -3.331098 -0.999153 -0.0615 -0.0424 -1.3426
```
Positions in Å, forces in eV/Å.

Output
Max |F|   4.88 eV/Å
HOMO level   -9.0 eV
2S+1   1
Relative energy (zero: lowest compared OMol25 entry of this formula, charge and spin)   1.391 eV
Net charge   +1
DFT total energy   -246843.876 eV

[2]
C14H19BCl2N2O6P | wB97M-V/def2-TZVPD

Structure (XYZ):
```
45
Properties=species:S:1:pos:R:3:forces:R:3
C -0.722585 1.147144 3.570800 0.3415 -0.0098 0.4631
C -0.391520 0.440238 2.663323 -0.8185 0.0682 -0.1217
C -0.419161 -0.303606 1.449092 0.5378 0.3134 -0.0268
C -0.002608 0.318728 0.275665 0.4235 -0.4013 0.4197
C 0.457855 1.736775 0.221553 -0.0834 0.7216 -0.3760
O -0.053795 2.493365 -0.559382 -0.3131 -0.0816 0.1366
O 1.396846 2.174294 1.058646 0.1452 -0.0552 -0.0933
N 2.276546 1.121464 1.467172 0.1589 -0.2760 0.4412
C -0.081175 -0.396226 -0.897439 0.2735 0.2318 -1.0272
O 0.294043 0.153219 -2.087592 -0.4832 -0.2333 0.3179
B -0.737032 0.872991 -2.718375 -0.4054 0.6669 -0.5077
O -0.411738 1.890340 -3.563265 0.5887 -0.1948 0.4143
O -2.067499 0.526156 -2.503902 0.6656 -0.1714 0.8458
C -0.548283 -1.677083 -0.865425 -0.0529 -0.2976 -0.1426
N -0.946841 -2.271006 0.272457 0.3169 -0.0266 -0.6543
P -1.597482 -3.959541 0.193547 -1.0343 -1.1961 1.7166
C -2.981473 -3.844943 -0.990684 0.6385 0.8561 -0.3259
C -0.287015 -5.061964 -0.449281 0.1254 0.3702 -0.3996
C -0.896817 -1.609888 1.455185 -0.1444 -0.0954 -0.0215
C -1.353303 -2.179320 2.760588 0.1974 -0.2417 -0.2099
C -0.239749 -2.343578 3.797135 -0.4695 0.2027 0.6551
O -0.514750 -2.266481 4.960279 0.2110 -0.0693 -0.0892
H -0.943659 1.722931 4.436940 -0.0101 0.1396 0.0796
H 2.147670 1.054926 2.475512 -0.1456 0.0617 0.0206
H 3.200794 1.532405 1.362447 -0.0273 0.1002 -0.2887
H -0.699642 2.730277 -3.188620 -0.0944 0.1488 -0.4034
H -2.478638 1.160187 -1.904384 -0.3871 -0.0144 -0.2562
H -0.612955 -2.220111 -1.794046 -0.0814 -0.2578 -0.0114
H -3.703517 -4.611643 -0.737826 0.0738 -0.3237 -0.0468
H -2.707772 -3.860830 -2.043194 -0.0501 -0.1999 -0.0985
H -3.478666 -2.893527 -0.799779 -0.0665 0.0718 0.0564
H -0.470224 -5.440775 -1.452017 -0.0160 0.1539 -0.1440
H 0.705036 -4.617989 -0.405376 0.0589 0.1695 -0.0688
H -0.265202 -5.907666 0.230474 -0.0979 -0.0942 0.1081
H -1.831721 -3.147886 2.660137 0.0554 -0.1563 -0.1845
H -2.100337 -1.515283 3.185140 -0.0066 0.1609 0.1580
H 0.797612 -2.556842 3.486304 -0.0356 -0.0158 -0.3322
Cl 3.782814 6.820292 -2.773146 0.0146 -0.0101 0.0184
C 3.221866 5.153078 -2.502705 0.0121 -0.0170 -0.0823
C 2.225223 5.063871 -1.375564 -0.0599 -0.0703 -0.0561
Cl 2.970175 5.398098 0.210189 -0.0069 -0.0242 0.0256
H 4.094207 4.532848 -2.311580 0.0193 0.0418 0.0445
H 2.756217 4.819158 -3.428820 -0.0444 0.0114 0.0156
H 1.812327 4.058522 -1.326914 0.0252 -0.0308 0.0005
H 1.405928 5.764880 -1.513272 0.0511 0.0741 0.0307
```
Positions in Å, forces in eV/Å.

Output
Max |F|   2.33 eV/Å
HOMO level   -12.4 eV
2S+1   1
Net charge   +1
DFT total energy   -65094.693 eV

[3]
C14H19BNO6Pt | wB97M-V/def2-TZVPD

Structure (XYZ):
```
42
Properties=species:S:1:pos:R:3:forces:R:3
Pt 0.584808 -1.275325 0.190503 -0.3679 0.7528 0.9106
C -4.196974 2.618238 -1.944771 -0.0472 -0.0285 -0.0161
O -3.041871 3.380579 -2.218440 0.0458 -0.0155 0.0465
C -1.834577 2.756871 -2.061764 0.0133 0.0739 -0.0529
C -0.709153 3.568578 -2.245097 0.0038 0.0315 -0.0126
C 0.532675 3.000607 -2.099396 0.0079 0.0498 -0.0993
C 0.721981 1.645847 -1.807634 -0.0709 -0.3694 0.3076
C 2.071509 1.072435 -1.686333 -0.1436 -0.0314 -0.0445
C 3.259479 2.002863 -1.498349 -0.0483 -0.0540 -0.0247
O 2.242114 -0.132442 -1.725840 0.5000 0.1118 -0.1062
C -0.420746 0.826381 -1.585721 -0.0792 0.5321 -0.0124
O -0.442649 -0.439149 -1.260024 0.0163 0.1114 -0.6059
C -1.694059 1.429857 -1.732978 -0.0266 -0.1796 -0.0187
H -5.042573 3.292202 -2.064175 0.0082 0.0003 -0.0038
H -4.185497 2.227269 -0.923735 0.0047 0.0149 -0.0020
H -4.301327 1.781684 -2.641670 0.0141 0.0044 0.0040
H -0.842947 4.613437 -2.488938 0.0212 0.0012 0.0021
H 1.405133 3.625774 -2.243823 -0.0081 0.0084 0.0250
H 3.390682 2.658910 -2.361225 -0.0018 -0.0233 -0.0092
H 4.148355 1.388567 -1.377206 0.0068 0.0103 0.0018
H 3.120248 2.633598 -0.618872 -0.0369 -0.0192 0.0063
H -2.542003 0.783329 -1.558671 0.0041 0.0130 0.0075
C -0.543044 -1.440782 3.779963 0.0352 0.0402 -0.0176
C 0.760753 -1.041806 3.116031 -0.0641 0.0797 -0.0328
C 1.932397 -1.021992 4.081787 -0.0434 -0.0495 -0.0294
O 1.084259 -2.057027 2.091681 0.2339 0.0144 -0.1880
C 0.622199 0.374423 2.472684 0.2873 -0.2442 0.5013
O 0.354706 1.279256 3.246287 0.0057 -0.0182 -0.1799
O 0.891306 0.481265 1.223808 -0.3090 -0.3873 -0.5078
H -0.432540 -2.396868 4.299384 -0.0150 -0.0037 -0.0095
H -1.337568 -1.515557 3.034484 -0.0185 -0.0103 0.0125
H -0.820308 -0.675449 4.501601 0.0006 0.0036 0.0000
H 2.001758 -1.976875 4.606839 0.0273 0.0021 -0.0057
H 1.792065 -0.217560 4.800736 -0.0130 0.0018 0.0051
H 2.859115 -0.852073 3.533837 0.0084 0.0070 0.0120
H 0.437604 -2.770539 2.161960 0.0756 -0.0798 0.0592
B -0.442192 -5.417336 -1.697562 -0.0190 -0.1588 0.0192
C -0.026754 -4.009192 -1.138348 0.0813 0.2444 -0.0094
N 0.264378 -2.977379 -0.716276 -0.0665 -0.3704 0.1213
H -1.269512 -5.238233 -2.561602 -0.0381 0.0028 -0.0413
H -0.905117 -6.030994 -0.756303 -0.0236 -0.0431 0.0121
H 0.553901 -5.955388 -2.126847 0.0393 -0.0255 -0.0240
```
Positions in Å, forces in eV/Å.

Output
Max |F|   1.24 eV/Å
HOMO level   -5.0 eV
2S+1   1
Relative energy (zero: lowest compared OMol25 entry of this formula, charge and spin)   0.381 eV
Net charge   -1
DFT total energy   -32526.153 eV

[4]
C14H19Cl2FN2O4 | wB97M-V/def2-TZVPD

Structure (XYZ):
```
42
Properties=species:S:1:pos:R:3:forces:R:3
O 2.016575 1.397487 -1.731732 -0.0535 0.0040 0.7149
F -4.325401 0.622522 -4.483333 1.9971 -1.2660 0.0737
Cl -3.917319 -0.697487 -7.167531 0.1456 -0.0616 0.2903
Cl 0.870861 -2.218997 -5.044294 -0.9448 0.3938 -0.0716
N -2.250497 -0.112813 -3.621704 -0.0549 0.4269 -0.5332
O -0.055401 -0.567660 -2.837344 -0.2362 0.4228 0.2212
O 1.714665 -0.338028 2.844256 0.3283 -0.6328 0.3189
O 1.264022 0.476944 0.214175 -0.9214 0.3723 -1.6365
C 1.145114 0.851109 -1.099314 0.9106 -0.7220 -0.9777
C -3.160273 -0.094269 -4.610497 1.9126 -0.5842 0.0468
C -1.033480 -0.694069 -3.802316 -0.6866 0.9609 1.3462
C -2.832954 -0.768691 -5.796379 -1.8570 0.7022 0.0688
C -0.706665 -1.446551 -4.918493 0.6235 0.1767 1.0444
C -1.652924 -1.495470 -5.921850 1.1507 -1.2236 -2.4072
N -1.325632 -2.202339 -7.089221 -0.8653 0.8089 1.2514
C -0.157873 0.516666 -1.859255 -1.7129 -0.5237 0.7020
C -2.227554 0.895264 5.557861 -0.3798 0.1964 0.6518
C 3.606779 -0.207876 0.501970 0.9027 0.4589 0.1892
C 1.069389 -0.258640 4.135856 0.2350 -0.0151 -1.4262
C 2.263268 0.873340 2.366398 -1.2629 -0.0024 -0.3813
C -0.776409 0.432643 5.508613 -0.8632 0.3103 -0.3379
C -0.331729 0.339133 4.048664 1.1238 -0.2367 1.3366
C 2.511710 0.810756 0.832951 0.7387 -0.4994 1.1670
H -0.372557 -2.512953 -7.208594 -0.3297 0.0650 -0.0087
H -1.980062 -2.204809 -7.857277 0.2992 0.0481 0.1480
H -0.962205 0.293601 -1.132826 0.3368 -0.1175 -0.3911
H -0.469335 1.405229 -2.405829 0.2287 0.1540 0.1242
H -2.541663 0.938247 6.625748 -0.1503 0.0986 -0.7868
H -2.251213 1.910823 5.130351 -0.3676 -0.2904 0.1916
H -2.940062 0.243759 4.984711 0.7659 0.4976 0.5276
H 4.578648 0.144859 0.961433 -1.0119 -0.2865 -0.5523
H 3.394352 -1.172161 0.932406 -0.2471 -0.3444 0.2421
H 3.765927 -0.353849 -0.573837 -0.1242 0.3099 0.2493
H 1.697086 0.292624 4.838810 0.0843 0.1898 0.0180
H 0.986213 -1.288654 4.524952 0.1437 0.3555 -0.3638
H 1.526431 1.643242 2.610192 0.1071 0.4287 -0.3800
H 3.175348 1.142715 2.884596 0.5342 -0.0636 0.0762
H -0.136819 1.142813 6.075420 -0.3214 -0.3545 -0.3744
H -0.697754 -0.532637 6.004107 0.1711 -0.1963 0.0003
H -0.372567 1.330853 3.602620 0.1792 0.0522 -0.1302
H -0.962271 -0.323148 3.477029 -0.3128 -0.2123 -0.1788
H 2.854233 1.786475 0.498508 -0.2155 0.1996 -0.0628
```
Positions in Å, forces in eV/Å.

Output
Max |F|   2.94 eV/Å
HOMO level   -9.1 eV
SMILES   CCCCOC[C@@H](C)OC(=O)COc1nc(F)c(Cl)c(N)c1Cl
2S+1   1
Relative energy (zero: lowest compared OMol25 entry of this formula, charge and spin)   0.484 eV
Net charge   0
DFT total energy   -53758.170 eV

[5]
C14H19N3O4 | wB97M-V/def2-TZVPD

Structure (XYZ):
```
40
Properties=species:S:1:pos:R:3:forces:R:3
C -4.871005 -2.965569 -1.032625 -0.0768 -0.0811 -0.0675
C -3.686081 -2.482976 -0.714276 0.1573 0.0960 0.1338
C -3.365466 -1.875196 0.617693 -0.0381 -0.2743 0.1270
N -3.003375 -0.466234 0.467244 -0.0379 -0.3425 0.1155
C -4.026608 0.451858 0.553426 0.1125 0.2219 0.0011
O -5.173324 0.149426 0.783222 -0.2622 -0.0852 0.0276
N -3.638083 1.751904 0.368239 -0.2599 0.3924 -0.0117
C -2.365267 2.245606 0.107156 -0.0401 -0.2332 0.0343
O -2.236639 3.447240 -0.039741 -0.0513 0.2739 -0.0274
C -1.328989 1.238039 0.041668 0.0821 -0.0895 0.0062
C 0.010124 1.604419 -0.194209 -0.1557 -0.1086 0.0085
N 0.949795 0.679338 -0.261066 -0.2122 -0.3718 0.0871
C 2.357106 0.862968 -0.501865 0.4294 -0.1568 -0.0504
H 2.823580 1.394343 0.336415 0.0384 0.0355 -0.0970
C 3.013324 -0.523357 -0.651048 0.0927 0.4263 -0.3660
C 4.539141 -0.419475 -0.755835 -0.2633 -0.0862 0.0491
H 4.928410 -1.303376 -1.259517 -0.0212 0.0276 -0.0585
C 4.969795 -0.408801 0.714438 -0.1037 -0.0106 0.0357
H 5.102407 0.611373 1.073756 0.0373 -0.0136 0.0180
C 3.795876 -1.093769 1.439412 0.2291 -0.0062 0.4121
H 4.071802 -2.065509 1.856187 -0.0267 0.1058 0.0104
H 3.406567 -0.468489 2.252358 0.0472 -0.0802 -0.0606
O 2.777672 -1.327331 0.479869 -0.2393 -0.1202 -0.0843
H 5.903164 -0.945071 0.867381 0.0418 0.0412 0.0212
H 4.860976 0.466178 -1.298501 0.0523 0.0262 -0.0720
H 2.558071 -1.037710 -1.503073 0.0441 0.0596 0.0393
H 2.525212 1.434392 -1.421201 0.0409 -0.0345 0.1176
H 0.628661 -0.285778 -0.082208 -0.0630 0.2962 -0.0299
C 0.387084 3.034997 -0.371683 0.2049 0.1220 -0.0046
H 1.459874 3.164680 -0.464309 0.0784 -0.0400 -0.0155
H 0.018409 3.619345 0.468635 0.0149 0.0074 -0.0503
H -0.108543 3.438900 -1.252652 -0.0004 0.0392 0.0163
C -1.677602 -0.156122 0.213174 0.1037 0.3360 -0.0105
O -0.867908 -1.082593 0.152350 0.0378 -0.2213 -0.0234
H -4.374989 2.445865 0.420669 0.1366 -0.1561 -0.0099
H -4.229809 -1.922023 1.281376 0.1485 -0.0224 -0.0606
H -2.504972 -2.381030 1.063959 -0.2013 0.1037 -0.0040
H -2.866722 -2.486787 -1.420667 0.0614 -0.0501 -0.1491
H -5.071036 -3.393505 -2.000249 0.0171 -0.0740 -0.1973
H -5.690621 -2.950185 -0.333894 -0.1554 0.0473 0.1899
```
Positions in Å, forces in eV/Å.

Output
Max |F|   0.57 eV/Å
HOMO level   -8.7 eV
SMILES   C=CCN1C(=O)NC(=O)/C(=C(\C)NC[C@H]2CCCO2)C1=O
2S+1   1
Relative energy (zero: lowest compared OMol25 entry of this formula, charge and spin)   0.757 eV
Net charge   0
DFT total energy   -27487.952 eV

In eV, the HOMO-LUMO gap values for the records above are, in order, 5.55; 7.51; 7.62; 9.72; 9.26.